28
Properties=species:S:1:pos:R:3:forces:R:3:mulliken_spin:R:1 method="wB97M-V/def2-TZVPD" e_homo_ev="-2.4884 / -2.4919" gap_ev="3.847 / 3.901" spin_multiplicity=4 total_charge=-1
C 0.823 -0.437 -1.957 -0.6 -1.6 0.3 -0.01
C 2.060 -0.981 -1.456 -2.1 -1.8 -0.6 -0.01
C 1.766 -2.323 -0.979 -1.2 0.2 -2.1 0.00
H 3.019 -0.495 -1.404 0.1 0.0 -0.1 0.00
C 0.320 -2.569 -1.078 2.1 1.3 -1.6 -0.01
C -0.256 -1.400 -1.701 2.1 0.2 -0.6 -0.01
H -1.305 -1.230 -1.859 -0.2 0.1 -0.2 0.00
H 0.693 0.549 -2.373 -0.1 0.0 0.1 0.00
H 2.483 -2.996 -0.524 -0.4 0.2 -1.4 0.00
H -0.197 -3.414 -0.663 -0.1 -0.3 -0.1 0.00
Nd 0.489 -0.743 0.550 -1.7 2.2 1.5 3.05
Br 0.069 1.846 0.603 0.3 0.7 0.1 -0.02
C -3.050 3.495 1.395 0.1 0.3 -1.5 0.00
C -3.920 2.878 0.437 1.2 0.9 -0.3 0.00
C -3.544 3.343 -0.866 0.7 0.4 1.3 0.00
H -4.717 2.189 0.657 -0.2 -0.2 0.1 0.00
C -2.442 4.247 -0.713 -0.7 -0.7 1.2 0.00
C -2.136 4.341 0.684 -1.3 -0.8 -0.6 0.00
H -1.362 4.944 1.123 0.2 0.1 0.1 0.00
H -3.079 3.351 2.461 0.0 0.0 0.3 0.00
H -4.009 3.065 -1.796 -0.1 -0.1 -0.2 0.00
H -1.936 4.768 -1.507 0.1 0.1 -0.2 0.00
B 3.641 -4.045 1.940 5.2 -5.9 2.3 0.00
C 2.783 -3.083 1.544 -9.1 10.7 -2.9 0.01
N 1.990 -2.169 1.198 6.8 -6.9 5.6 0.00
H 4.359 -3.637 2.850 -0.3 0.1 -0.2 0.00
H 4.402 -4.456 1.058 -0.4 0.3 0.0 0.00
H 3.056 -5.037 2.375 -0.1 0.5 -0.2 0.00



27
Properties=species:S:1:pos:R:3:forces:R:3:nbo_charge:R:1 method="wB97M-V/def2-TZVPD" e_homo_ev="-4.7820 / -8.7990" gap_ev="5.610 / 6.702" spin_multiplicity=3 total_charge=0
B -1.033 -0.805 0.680 -0.2 -0.7 0.1 1.14
C 3.252 1.683 -0.494 -0.9 0.8 -0.1 -0.23
C 3.385 0.366 -0.108 1.0 -0.5 -0.1 -0.18
C 2.035 2.226 -0.886 3.3 2.6 -0.4 -0.18
C 2.249 -0.486 -0.171 1.1 0.1 0.8 -0.23
C 1.039 1.364 -1.169 -5.6 -0.4 -0.4 -0.09
C 1.104 0.038 -0.671 1.7 -0.9 0.4 0.04
C -0.309 1.574 -1.610 4.6 5.5 -0.7 -0.20
C -1.009 0.397 -1.561 -1.5 -4.2 0.6 -0.14
C -0.156 -0.658 -0.787 -3.7 1.1 1.6 -0.59
C -2.853 -2.125 -0.448 -0.9 0.6 2.6 -0.25
C -1.337 -0.143 3.093 -3.1 1.1 -3.4 -0.23
O -2.246 -1.492 0.759 0.4 -0.6 -1.8 -0.74
O -0.620 -0.249 1.869 0.9 0.1 -1.7 -0.73
H 4.098 2.314 -0.488 0.8 0.7 0.3 0.21
H 4.414 0.057 0.195 -1.2 -0.1 -0.1 0.21
H 1.950 3.309 -1.107 0.1 -0.8 0.1 0.21
H 2.362 -1.469 0.292 -0.5 0.1 -0.4 0.21
H -0.655 2.560 -2.091 0.5 -1.7 1.0 0.21
H -1.986 0.319 -1.974 -0.5 -0.5 -0.1 0.19
H -0.032 -1.566 -1.310 -0.2 -1.4 -0.5 0.24
H -2.429 -1.696 -1.341 -0.4 0.1 -0.3 0.19
H -3.941 -1.997 -0.225 0.7 0.5 -1.0 0.19
H -2.794 -3.208 -0.451 0.9 -0.2 0.2 0.18
H -0.698 -0.453 3.807 1.9 -1.1 2.7 0.18
H -2.245 -0.835 2.990 1.0 1.4 0.7 0.19
H -1.544 0.972 3.206 -0.3 -1.6 0.2 0.18



In order of appearance, energy = -99101.323, -16386.269 eV.